Here is one molecule with the formula C3H8Cl2NO2P from the Open Molecules 2025 dataset. Energies are from wB97M-V/def2-TZVPD.

Cartesian coordinates (Å):
C  2.15  1.65  -0.36
C  -2.29  -0.77  -0.99
C  -0.01  -1.39  1.27
N  1.27  0.47  -0.61
O  -0.25  1.52  1.35
O  -1.44  0.27  -0.49
P  -0.10  0.37  0.45
Cl  -1.58  -1.22  2.26
Cl  1.47  -1.40  2.12
H  2.98  1.79  -1.09
H  1.55  2.52  -0.32
H  2.70  1.35  0.60
H  -1.59  -1.52  -1.41
H  -2.93  -0.29  -1.83
H  -2.91  -1.12  -0.20
H  -0.23  -2.29  0.74
H  1.23  0.06  -1.48

Output
- SMILES = CN[P@@](=O)(OC)C(Cl)Cl
- E_HOMO (hartree) = -0.361
- HOMO-LUMO gap (eV) = 10.4
- LUMO energy (eV) = 0.6
- relative energy (zero: lowest compared OMol25 entry of this formula, charge and spin) (kcal per mole) = 14.93
- electronic energy (a.u.) = -1586.09747

***

Here is a 2-piece molecular cluster, C3H8Cl3PSi overall from the Open Molecules 2025 dataset. Energies are from wB97M-V/def2-TZVPD.

Cartesian coordinates (Å):
C  -0.31  1.96  -0.90
C  -2.28  0.00  0.33
C  1.01  -0.39  0.86
Si  -0.39  0.16  -0.27
P  1.31  0.40  2.31
Cl  -0.10  -1.26  -1.71
Cl  3.39  -2.94  -1.51
Cl  2.37  -0.87  3.47
H  0.02  2.04  -2.00
H  -1.27  2.55  -0.93
H  0.45  2.43  -0.26
H  -2.74  0.22  -0.71
H  -2.56  -1.11  0.58
H  -2.73  0.50  1.19
H  1.36  -1.42  0.51
H  2.47  -2.26  -0.98

Output
- E_HOMO (alpha / beta) (hartree) = -0.260 / -0.346
- HOMO-LUMO gap (alpha / beta) (eV) = 7.3 / 5.0
- LUMO energy (alpha / beta) (eV) = 0.2 / -4.4
- multiplicity = 3
- electronic energy (a.u.) = -2130.43722

***

Here is C3H8Cl4NO3Sn as an isolated structure from the Open Molecules 2025 dataset. Energies are from wB97M-V/def2-TZVPD.

Cartesian coordinates (Å):
Sn  3.03  -2.95  0.45
O  0.76  -1.33  0.90
H  0.02  -0.77  0.62
C  -0.87  1.77  0.88
N  -0.08  1.47  2.10
O  1.06  1.85  2.27
O  -0.70  0.80  2.90
H  -1.82  2.18  1.22
H  -1.00  0.87  0.29
H  -0.27  2.47  0.30
C  1.91  0.87  -1.61
Cl  2.52  2.49  -1.59
Cl  3.27  -0.35  -1.90
H  1.65  0.52  -0.61
H  1.04  0.72  -2.24
C  -2.01  -2.21  -0.83
Cl  -2.73  -1.33  -2.15
Cl  -2.57  -1.62  0.77
H  -2.28  -3.27  -0.84
H  -0.93  -2.20  -0.90

Output
- E_HOMO (hartree) = -0.486
- charge = +1
- HOMO-LUMO gap (eV) = 5.5
- LUMO energy (eV) = -7.8
- relative energy (zero: lowest compared OMol25 entry of this formula, charge and spin) (kcal per mole) = 28.94
- electronic energy (a.u.) = -2454.11685

***

Here is an isolated ion of composition C3H8ClN2 and charge +1 from the Open Molecules 2025 dataset. Energies are from wB97M-V/def2-TZVPD.

Cartesian coordinates (Å):
C  0.96  1.15  0.61
C  -1.23  -1.65  -0.99
C  -0.34  -0.41  -1.11
N  1.37  1.52  1.79
N  0.07  0.17  0.43
Cl  -1.33  0.84  -1.83
H  1.59  1.57  -0.20
H  -2.16  -1.39  -0.32
H  -1.62  -1.97  -2.02
H  -0.64  -2.47  -0.55
H  0.71  -0.38  -1.51
H  1.93  2.26  1.99
H  1.20  1.01  2.57
H  -0.51  -0.26  1.14

Output
- SMILES = C[C@@H](Cl)/[NH+]=C/N
- E_HOMO (hartree) = -0.553
- charge = +1
- HOMO-LUMO gap (eV) = 11.2
- LUMO energy (eV) = -3.8
- relative energy (zero: lowest compared OMol25 entry of this formula, charge and spin) (kcal per mole) = 16.19
- electronic energy (a.u.) = -688.53665

***

Here is C3H8ClN2O as an isolated structure from the Open Molecules 2025 dataset. Energies are from wB97M-V/def2-TZVPD.

Cartesian coordinates (Å):
C  -1.17  0.43  0.75
C  0.65  -0.41  -0.73
C  2.57  -0.13  -0.66
N  3.06  -1.33  -0.14
N  0.18  -0.01  0.54
O  2.25  -2.03  0.42
Cl  2.71  1.41  0.30
H  -1.76  -0.41  1.00
H  -1.29  0.96  1.64
H  -1.42  0.90  -0.11
H  0.64  -1.49  -0.90
H  0.17  0.21  -1.55
H  2.88  0.18  -1.60
H  0.87  0.65  0.91
H  0.35  -0.76  1.23

Output
- E_HOMO (hartree) = -0.526
- charge = +1
- HOMO-LUMO gap (eV) = 8.5
- LUMO energy (eV) = -5.8
- relative energy (zero: lowest compared OMol25 entry of this formula, charge and spin) (kcal per mole) = 110.30
- electronic energy (a.u.) = -763.62214

***

Here is a 2-piece molecular cluster, C3H8ClN3 overall from the Open Molecules 2025 dataset. Energies are from wB97M-V/def2-TZVPD.

Cartesian coordinates (Å):
C  -2.20  0.38  -0.34
C  0.89  0.49  -0.04
C  2.96  -0.44  -0.07
N  -3.47  0.16  0.06
N  -1.11  0.07  0.35
N  1.50  -0.59  -0.16
Cl  1.23  2.04  0.27
H  -2.15  0.86  -1.33
H  3.19  0.54  0.39
H  3.57  -0.51  -0.92
H  3.41  -1.25  0.56
H  -4.23  0.31  -0.56
H  -3.68  -0.15  1.08
H  -1.16  -0.42  1.25
H  1.27  -1.48  -0.55

Output
- E_HOMO (hartree) = -0.706
- charge = +2
- HOMO-LUMO gap (eV) = 8.5
- LUMO energy (eV) = -10.7
- relative energy (zero: lowest compared OMol25 entry of this formula, charge and spin) (kcal per mole) = 72.46
- electronic energy (a.u.) = -742.78697

***

> What is the formula in the second record?

C3H8Cl3PSi